Record 1
Computed, not measured: C5H8N3 as an isolated structure at a distorted geometry, with wB97M-V/def2-TZVPD.

Computed properties:
frontier orbital gap = 10.70 eV
total charge = +1

The geometry in XYZ format:
```
16
Properties=species:S:1:pos:R:3:nbo_charge:R:1
N 1.201 0.018 0.222 -0.56
N 0.459 -2.203 0.177 -0.04
N -0.563 -1.549 0.164 -0.08
C -1.629 1.613 -0.087 -0.07
C -1.045 0.669 -1.028 -0.43
C 1.682 -1.377 0.166 -0.18
C -1.209 0.911 0.982 -0.22
C -0.403 -0.104 0.156 0.19
H 2.196 -1.710 1.068 0.25
H -1.713 0.072 -1.669 0.26
H 1.397 0.625 -0.584 0.46
H -1.491 0.937 2.057 0.25
H -2.236 2.354 -0.417 0.24
H 2.184 -1.828 -0.674 0.27
H 1.457 0.443 1.130 0.46
H -0.286 1.129 -1.663 0.20
```

Record 2
Computed, not measured: an isolated ion of composition C5H8N3O and charge +1 at a distorted geometry, with wB97M-V/def2-TZVPD.

Computed properties:
structure (SMILES) = C[n+]1cc[nH]c1C(N)=O
frontier orbital gap = 9.05 eV
total charge = +1

The geometry in XYZ format:
```
17
Properties=species:S:1:pos:R:3:nbo_charge:R:1
O -1.871 1.384 -0.131 -0.56
N 0.228 -1.574 -0.005 -0.43
N -2.697 -0.664 -0.097 -0.75
N 1.044 0.593 -0.024 -0.23
C 2.026 -0.276 0.128 0.04
C -0.324 -0.399 -0.083 0.28
C 0.838 1.997 0.029 -0.46
C 1.529 -1.565 0.015 -0.08
C -1.692 0.179 -0.164 0.59
H -2.488 -1.686 0.041 0.38
H 1.483 2.679 -0.684 0.25
H 1.100 2.350 1.050 0.23
H -0.332 -2.528 0.017 0.48
H -3.595 -0.398 -0.300 0.43
H -0.172 2.200 -0.046 0.29
H 1.940 -2.551 -0.075 0.26
H 2.984 0.259 0.327 0.28
```

Record 3
Computed, not measured: a 2-piece molecular cluster, C5H8N3O2 overall at a distorted geometry, with wB97M-V/def2-TZVPD.

Computed properties:
frontier orbital gap (spin up / spin down) = 5.83 / 5.91 eV
total charge = -1

The geometry in XYZ format:
```
18
Properties=species:S:1:pos:R:3:nbo_charge:R:1
O 0.555 1.297 -2.105 -0.55
O -1.590 -0.568 -2.549 -1.08
N 1.214 0.021 0.465 -0.37
N -0.944 -0.579 0.418 -0.30
N -0.384 0.863 -1.348 0.05
C 2.224 1.002 0.160 -0.42
C -0.002 0.083 -0.308 0.35
C -2.249 -0.738 0.118 -0.34
C -0.423 -0.859 1.710 -0.14
C 0.921 -0.433 1.683 -0.04
H -2.351 0.086 -2.888 0.39
H 1.737 -0.470 2.403 0.20
H 2.234 1.827 0.885 0.17
H -0.985 -1.488 2.349 0.21
H 2.060 1.360 -0.834 0.28
H 3.216 0.597 0.304 0.18
H -2.770 -1.676 0.417 0.16
H -2.463 -0.326 -0.877 0.27
```

Record 4
Computed, not measured: an isolated molecule of C5H8N4 at a distorted geometry, with wB97M-V/def2-TZVPD.

Computed properties:
structure (SMILES) = [H]/N=C(\N)C1=NC=CCN1
frontier orbital gap = 8.57 eV

The geometry in XYZ format:
```
17
Properties=species:S:1:pos:R:3:nbo_charge:R:1
N -2.459 -1.142 0.080 -0.81
N 0.229 -1.247 -0.045 -0.55
N -2.289 1.217 -0.191 -0.72
N 0.323 1.126 -0.239 -0.58
C 1.702 1.097 0.214 -0.24
C -1.781 0.028 -0.023 0.38
C 1.586 -1.323 -0.193 -0.02
C 2.362 -0.253 -0.054 -0.24
C -0.336 -0.069 -0.094 0.40
H -1.854 -1.934 0.299 0.42
H 1.702 1.323 1.269 0.17
H 2.310 1.944 -0.297 0.20
H -0.241 1.986 -0.098 0.44
H -3.298 1.122 -0.222 0.33
H -3.452 -1.271 0.233 0.40
H 3.434 -0.297 -0.212 0.21
H 2.062 -2.307 -0.427 0.20
```